[1]
C43H68Cl2N2O5PSSeTl | the ωB97M-V functional and the def2-TZVPD basis

Last column: Mulliken charge in e.
Cartesian coordinates (Å):
Tl -0.79525 0.53908 -0.49536  1.879
Se 0.53816 -1.66104 0.60614  0.432
Cl -2.66239 4.86925 2.07234  -0.235
Cl -1.68178 -0.41099 2.93215  -0.158
S -0.97594 2.31903 1.30125  -0.177
P -5.02075 0.57590 0.64838  0.603
O -5.88626 1.23978 -0.54709  -0.400
O -6.10817 0.39258 1.84801  -0.388
O -5.09262 -0.97937 0.11134  -0.264
O 1.38979 1.09109 -0.35711  -0.522
O -0.13348 -0.69352 -2.29695  -0.851
N -0.67188 2.39981 -2.02264  -0.329
N -2.69474 -0.23598 -1.74434  0.053
C 2.24160 -1.48264 -5.91094  -2.479
C 4.77471 3.09015 0.52426  -1.791
C -2.84158 3.40144 2.98117  0.332
C 1.99811 0.80879 0.76693  0.472
C 2.49742 3.57702 -0.31363  -1.750
C -1.76346 2.68550 -2.96576  -0.938
C -0.09894 -1.64417 -5.14838  -1.504
C -3.64566 3.44765 4.10862  -0.920
C -3.25150 1.11360 4.46323  -0.740
C 1.76728 -0.43487 1.40938  0.335
C 2.86850 -0.62991 5.59134  -1.673
C 5.62139 -3.10354 -1.06696  -1.668
C -3.33352 0.65273 -2.73895  -0.632
C 2.61179 -2.72059 -0.98552  -0.976
C 1.45042 -1.96919 -1.05040  0.558
C -4.57280 -2.03079 0.94616  0.327
C 3.51486 1.25758 2.58832  -0.397
C 4.31117 -5.19877 -1.46535  -1.677
C 3.35933 -2.97971 -2.12040  -0.913
C 4.64079 -3.80510 -2.01759  2.262
C 3.28651 3.08469 0.90456  2.373
C 3.94303 -0.38056 4.52323  2.004
C 2.37009 -0.80959 2.59462  -1.139
C -2.42467 1.09990 3.35261  0.468
C 1.28982 -1.10381 -4.77293  2.469
C -2.34972 1.43484 -3.59801  0.005
C -6.47527 1.58498 2.55867  0.315
C 3.27305 0.04122 3.21693  0.031
C 2.88326 -2.44623 -3.31787  0.012
C 1.26937 0.43001 -4.69480  -1.510
C -7.16355 1.18646 3.84069  -1.483
C 1.72966 -1.67895 -3.42424  -0.575
C 4.90401 0.68439 5.05205  -2.121
C -7.15650 0.70686 -0.97175  -0.270
C -7.02812 0.06749 -2.33637  -1.170
C 0.96699 -1.42072 -2.25422  0.242
C -2.17294 2.23623 2.57702  -0.386
C -3.84950 2.29968 4.85742  -0.465
C 3.03963 4.10589 2.02766  -1.712
C 5.32881 -3.97966 -3.37161  -2.174
C 2.90647 1.68400 1.40948  -0.324
C -5.11503 -3.34460 0.43648  -1.531
C 4.73905 -1.67338 4.29636  -1.677
H 3.25333 -1.11123 -5.73723  0.454
H -2.12902 -0.93891 -2.21979  0.296
H -3.47983 -2.01074 0.90635  -0.037
H 2.27672 0.81284 -4.51813  0.325
H -5.57814 2.17364 2.76953  -0.070
H 0.90164 0.85208 -5.63434  0.499
H -7.44907 2.07508 4.40482  0.410
H 5.21917 -1.99376 5.22440  0.439
H -3.96665 0.04841 -3.39507  0.338
H 1.87972 -1.03598 -6.83932  0.458
H 0.20303 2.19382 -2.49563  0.117
H 1.98819 4.09604 2.32225  0.240
H -4.10783 4.38488 4.38553  0.425
H -1.41286 3.35072 -3.75978  0.444
H -3.99290 1.33548 -2.20088  0.313
H 5.40961 2.81581 1.36778  0.303
H -2.89879 1.75212 -4.48760  0.624
H -3.41782 -0.69023 -1.19232  -0.237
H -8.00344 -0.28344 -2.67740  0.438
H -8.06162 0.60471 3.63020  0.393
H 4.96452 2.38130 -0.28412  0.348
H -7.13401 2.18889 1.92824  0.273
H 3.29002 5.11056 1.67773  0.504
H 5.87217 -2.10841 -1.43872  0.342
H 2.29141 0.27812 5.77555  0.353
H -6.20315 -3.35543 0.49508  0.333
H 4.38861 1.62415 5.25996  0.389
H 4.21875 1.93508 3.05168  0.302
H 6.54421 -3.68205 -0.97699  0.461
H -6.35012 -0.78425 -2.29295  0.189
H 3.44784 -2.63785 -4.21740  0.591
H -0.06400 -2.73042 -5.25533  0.382
H -3.40618 0.19854 5.01761  0.474
H 5.51314 -1.52038 3.54206  0.349
H 2.28937 -2.56331 -6.05879  0.438
H 5.61612 -3.01920 -3.80392  0.385
H 4.68842 -4.50255 -4.08486  0.407
H 5.19671 -2.98832 -0.06878  0.337
H 1.43085 3.62479 -0.09210  0.186
H 2.64244 2.93535 -1.18019  0.209
H -0.50318 3.18978 -1.40807  0.337
H 0.63130 0.76293 -3.88032  -0.053
H 3.64115 3.90412 2.91429  0.313
H -4.82313 -3.50618 -0.60180  0.304
H -4.87465 -1.85683 1.98139  0.337
H -0.83557 -1.40084 -4.38615  0.122
H 5.07406 4.08572 0.18616  0.467
H 5.35346 0.33733 5.98455  0.452
H 4.09375 -2.48406 3.95494  0.329
H 2.17274 -1.41120 5.28192  0.330
H 2.92991 -3.09715 -0.01975  0.468
H -4.47961 2.32595 5.73613  0.446
H -2.53928 3.22076 -2.41420  0.383
H -6.49579 0.58417 4.45547  0.267
H 5.22134 -5.79602 -1.36973  0.456
H -0.42379 -1.21907 -6.10233  0.448
H -7.51938 -0.01102 -0.23520  0.276
H 6.23692 -4.57184 -3.24337  0.443
H -4.72372 -4.16756 1.03536  0.411
H 2.84346 4.58566 -0.55808  0.551
H -7.84718 1.55052 -0.99872  0.423
H 3.62325 -5.72421 -2.13054  0.362
H -1.54591 0.78148 -3.94157  -0.432
H -6.64782 0.78524 -3.06415  0.276
H 3.84507 -5.13715 -0.48106  0.305
H 3.32979 -0.94269 6.53161  0.443
H 2.13081 -1.77609 3.02309  0.474
H 5.71236 0.88233 4.34536  0.380

Computed properties:
E_LUMO ... -0.21 eV
Kohn-Sham gap ... 6.84 eV

***

[2]
C43H70B2CaN10O4PS4 | the ωB97M-V functional and the def2-TZVPD basis

Last column: Mulliken charge in e.
Cartesian coordinates (Å):
Ca -0.47166 0.07518 0.55158  -0.481
S -3.86978 -1.71004 -0.71354  -0.381
S 2.52308 0.41486 0.76204  0.430
S 1.09150 -2.59027 -2.53045  -0.243
S -1.16600 -2.69894 2.00163  -0.204
P -1.01949 0.58800 -3.04435  0.816
O -0.97720 0.32344 -1.55364  0.594
O -1.70888 1.78822 -3.57219  -0.964
O -3.27561 -0.33188 2.47255  0.085
O -2.83057 1.88844 2.65305  -0.486
N 3.05006 -2.23567 0.32706  0.493
N 1.51520 -3.01085 2.17503  0.642
N 1.26929 -3.93937 -0.16792  0.703
N 0.53751 -5.19767 -1.79631  0.474
N 4.77750 -0.95751 -0.05547  0.592
N -3.32114 -0.61502 -3.54986  0.073
N 0.55833 -3.08173 4.14261  0.368
N -5.51680 -0.04105 0.59351  0.029
N -4.00280 0.99654 -0.59626  0.317
N 1.67000 0.13399 -2.54308  0.673
C -1.51322 -4.03709 5.08471  -1.713
C 1.06483 -5.20348 0.34311  -0.976
C -0.44150 -2.96025 5.24855  1.544
C 0.26922 -3.18381 6.58022  -2.226
C 0.10300 3.54153 -1.26081  -0.532
C 1.14233 3.18203 2.90955  -1.465
C 0.78102 3.31184 1.45523  0.892
C 4.09324 -3.05206 -0.04980  -1.215
C -3.98008 1.60659 3.33897  -0.516
C -8.34244 2.70232 4.79101  -1.667
C -0.35687 -7.15706 -2.98887  -2.249
C -4.48701 -0.21420 -0.22598  0.076
C -6.53195 4.28313 5.40442  -2.077
C 0.94556 -3.94068 -1.47353  0.156
C 2.51538 -3.12877 3.11957  -0.961
C 7.05985 -0.25472 -0.64701  -2.318
C 0.61230 -5.98236 -0.65394  -0.706
C 1.93082 -3.17812 4.32975  -0.805
C 5.69011 0.22163 -0.16978  1.303
C -6.21268 0.56666 4.49491  -0.436
C 5.13524 1.19732 -1.20985  -1.243
C 1.10800 -5.55023 -4.17590  -1.528
C -6.98584 2.32642 6.86199  -1.656
C 3.46969 -0.96032 0.32847  -0.606
C -1.86919 -0.84578 -3.80799  -0.025
C -5.77562 1.35593 0.92221  0.179
C -1.23746 -4.89200 -3.47351  -1.338
C 1.43426 3.56547 -0.86586  -0.631
C 0.30999 -2.94747 2.80754  0.113
C 0.01941 -5.68266 -3.11229  1.228
C -0.88867 3.43515 -0.29166  -0.351
C -5.96156 1.93922 4.61551  0.843
C 5.16558 -2.27145 -0.27771  -0.630
C -1.04345 -1.55633 5.23237  -1.499
C 5.84730 0.87816 1.19997  -1.445
C -4.81133 2.46982 4.02361  -0.578
C 1.76496 3.45246 0.47960  -0.146
C -6.94079 2.81035 5.40587  1.927
C 0.72844 0.47427 -3.64617  -1.045
C -4.24643 0.25902 3.22386  1.176
C -0.55822 3.32946 1.05523  -0.863
C -5.36629 -0.29768 3.80515  -2.226
C -4.63381 2.07732 0.17251  -0.468
B 1.62396 -2.70090 0.68145  0.780
B -2.33599 0.66427 2.07458  0.258
H -8.34056 3.05237 3.75648  0.366
H -2.03593 -3.93808 4.13732  0.277
H 2.22148 3.69359 -1.60117  0.508
H 2.80658 3.46354 0.77747  0.346
H 7.00922 -0.75432 -1.61534  0.482
H 0.81878 -0.29564 -4.41239  0.527
H -1.76884 -1.47275 6.04353  0.567
H -5.56491 4.43556 5.88751  0.372
H 0.50157 -7.77850 -2.73216  0.493
H 0.83140 -1.84124 0.48947  -1.033
H -5.01137 2.84945 -0.49518  0.602
H -0.72371 -7.48793 -3.95972  0.456
H 1.98516 -6.13438 -3.89295  0.398
H 2.02239 2.55009 3.03888  0.228
H 5.84308 2.01461 -1.34961  0.527
H -6.01138 -0.82554 0.98097  0.272
H 7.53702 -0.91634 0.07626  0.493
H -3.53007 0.38587 -3.64298  0.424
H -3.53286 -0.93798 -2.54717  -0.487
H 6.15375 -2.53943 -0.59508  0.589
H -1.33996 3.27428 1.79765  0.628
H -6.75768 1.66225 0.56237  0.477
H 0.31786 2.74759 3.47558  0.218
H 1.00299 -2.40488 6.79142  0.493
H -5.57211 -1.35767 3.72951  0.681
H -1.02079 -3.82848 -3.54312  0.033
H 5.02388 0.68898 -2.17301  0.293
H -9.04928 3.31410 5.35520  0.449
H 2.37457 -3.30491 5.29761  0.519
H -5.72597 1.51191 1.99979  -0.444
H -0.48118 -3.15240 7.36909  0.434
H 0.75456 -4.16010 6.62513  0.488
H 6.23503 0.15631 1.92022  0.375
H -1.15363 -7.31916 -2.26263  0.486
H -0.17658 3.63468 -2.30326  0.603
H -0.26517 -0.80599 5.38999  0.356
H -8.70995 1.67591 4.79914  0.338
H -7.66156 2.95292 7.44810  0.467
H 1.00999 1.43481 -4.07390  0.495
H -6.48007 4.69032 4.39250  0.398
H -3.91797 2.52095 0.86558  -0.016
H -3.02233 1.04573 -0.84049  -0.398
H -1.92987 3.45802 -0.59175  0.354
H -5.99464 2.37488 7.31622  0.376
H -3.91807 -1.14293 -4.18212  0.395
H 1.49213 0.70656 -1.71009  -0.557
H 4.18206 1.61668 -0.89209  0.040
H 1.22961 -5.43095 1.38022  0.649
H 0.72879 -5.94242 -5.12031  0.486
H -2.01481 -5.04705 -2.72368  0.426
H -2.23688 -3.93952 5.89517  0.504
H -4.56576 3.52010 4.08948  0.625
H -1.06568 -5.03103 5.14550  0.414
H -7.27109 4.86528 5.95663  0.440
H 3.97594 -4.11726 -0.14162  0.649
H 1.36759 4.15868 3.34269  0.411
H -1.55151 -1.35456 4.29208  0.104
H 1.40760 -4.51602 -4.31938  0.233
H -1.69606 -0.86478 -4.88298  0.556
H -1.56658 -1.78669 -3.35069  -0.343
H -1.61013 -5.24072 -4.43761  0.527
H 4.90340 1.27083 1.56982  0.149
H 7.69710 0.62110 -0.75947  0.467
H 0.33669 -7.01761 -0.64116  0.546
H -7.33861 1.29694 6.93299  0.317
H 6.56292 1.69753 1.12246  0.493
H 1.54172 -0.87288 -2.25141  -0.331
H 2.65096 0.27795 -2.78198  0.338
H 3.55549 -3.18872 2.85154  0.639
H -7.09569 0.15028 4.96262  0.444

Computed properties:
E_LUMO ... -1.85 eV
Charge ... +1
Kohn-Sham gap ... 7.15 eV

***

Across the entries above, HOMO takes the values -7.057, -8.995 eV, respectively.
Across the entries above, calculated total energy takes the values -174124.4932, -141246.8093 eV, respectively.
Across the entries above, energy relative to the best compared isomer or geometry (same formula, charge and spin) takes the values 0.000, 0.340 eV, respectively.